(1)
{
  "formula": "C4H13N2O",
  "method": "ωB97M-V with the def2-TZVPD basis set",
  "energy_ev": -9378.27980,
  "total_charge": 1,
  "e_lumo_ev": -2.98,
  "max_force_ev_per_a": 5.92,
  "multiplicity": 1,
  "orbital_gap_ev": 11.616,
  "e_above_lowest_kj_mol": 318.78,
  "symbols": ["C", "C", "O", "C", "N", "C", "N", "H", "H", "H", "H", "H", "H", "H", "H", "H", "H", "H", "H", "H"],
  "positions_angstrom": [[0.0507, -0.3578, -2.3165], [0.8399, -0.6221, -0.9491], [0.3738, -1.7798, -0.2206], [0.1246, 0.4557, 0.0631], [-1.4525, 0.0430, 0.2903], [0.8626, 0.4823, 1.3951], [-0.2563, 1.2441, 2.1318], [-0.8853, -1.0548, -2.3481], [-0.3779, 0.6340, -2.2607], [0.4988, -0.4972, -3.2800], [1.8785, -0.4874, -1.0079], [0.7970, -2.5573, -0.4866], [0.2260, 1.3726, -0.3676], [-1.8197, 0.6221, 1.1072], [-2.0108, -0.0765, -0.6101], [-1.3002, -1.0128, 0.5289], [1.8384, 0.9718, 1.3996], [0.7931, -0.5780, 1.6913], [-0.1997, 2.2126, 2.1357], [0.0190, 0.9855, 3.1042]],
  "forces_ev_per_angstrom": [[-1.68, -1.92, 1.29], [-5.75, 1.33, 0.55], [-0.02, 1.44, -0.32], [1.67, -3.20, -0.99], [2.21, -2.30, -1.05], [-4.15, 0.52, -0.53], [2.08, -3.42, 3.18], [1.63, 0.94, 0.20], [0.19, 0.37, -0.31], [0.80, -0.10, -0.19], [1.44, 0.03, 0.17], [1.02, -1.99, -0.74], [-0.64, 2.70, -1.25], [0.62, -0.81, -1.11], [0.84, 1.07, 1.41], [-0.42, 2.10, 0.14], [-0.14, -0.34, -0.21], [0.77, 0.68, 0.70], [0.66, 2.29, -0.48], [-1.13, 0.60, -0.48]]
}



(2)
{
  "formula": "C4H13N2O",
  "method": "ωB97M-V with the def2-TZVPD basis set",
  "energy_ev": -9381.04340,
  "total_charge": 1,
  "e_lumo_ev": -3.22,
  "max_force_ev_per_a": 1.92,
  "multiplicity": 1,
  "orbital_gap_ev": 10.543,
  "e_above_lowest_kj_mol": 52.14,
  "symbols": ["C", "C", "O", "N", "H", "H", "H", "H", "H", "C", "C", "N", "H", "H", "H", "H", "H", "H", "H", "H"],
  "positions_angstrom": [[-0.3790, 2.7535, 1.0541], [0.8262, 1.9658, 0.5359], [0.6911, 1.0941, -0.3057], [2.0258, 2.4609, 0.9267], [-0.2754, 3.0474, 2.0971], [-1.2457, 2.1675, 0.7749], [2.8400, 2.2751, 0.3580], [2.0548, 3.3294, 1.4480], [-0.3859, 3.6997, 0.5110], [0.0122, -1.8978, -0.4914], [-0.2903, -3.1090, -1.3325], [-1.2570, -1.1264, -0.1851], [0.3873, -2.2053, 0.4805], [0.7320, -1.2454, -0.9706], [-0.5654, -2.9321, -2.3687], [-1.0236, -3.7659, -0.8593], [-1.1532, -0.1155, -0.3513], [-2.0770, -1.4558, -0.7155], [-1.5162, -1.2097, 0.8074], [0.5992, -3.7305, -1.4136]],
  "forces_ev_per_angstrom": [[0.94, -0.27, -0.27], [-0.14, 1.92, 0.00], [-0.16, -0.93, 0.02], [0.04, 0.06, -0.09], [-0.35, -0.43, 0.14], [-0.39, 0.23, 0.47], [-0.08, -0.26, 0.12], [-0.07, -0.34, -0.09], [-0.13, -0.09, -0.24], [-0.02, -0.45, -0.07], [0.11, -0.89, -0.02], [-0.75, 0.42, 0.29], [0.21, 0.07, -0.04], [-0.17, 0.33, 0.13], [-0.27, 0.44, 0.03], [-0.16, 0.13, -0.05], [0.51, 0.00, -0.15], [0.47, 0.03, 0.01], [0.17, -0.08, -0.35], [0.24, 0.10, 0.16]]
}



(3)
{
  "formula": "C4H13N2O",
  "method": "ωB97M-V with the def2-TZVPD basis set",
  "energy_ev": -9380.10353,
  "total_charge": 1,
  "e_lumo_ev": -2.86,
  "max_force_ev_per_a": 1.57,
  "multiplicity": 1,
  "orbital_gap_ev": 11.107,
  "e_above_lowest_kj_mol": 142.82,
  "symbols": ["C", "C", "C", "C", "N", "N", "H", "H", "H", "H", "H", "H", "H", "H", "H", "H", "H", "H", "H", "O"],
  "positions_angstrom": [[-0.7193, -0.7018, 1.5072], [0.5301, -1.2779, 0.8320], [1.6936, -0.3126, 0.6362], [1.9885, 0.8259, -1.3801], [1.3527, 0.7458, -0.2972], [-1.2227, 0.5581, 0.7964], [-0.3989, -0.3329, 2.4788], [-1.5309, -1.4079, 1.5367], [0.8315, -2.1174, 1.4572], [0.2982, -1.7774, -0.1092], [2.0495, 0.0965, 1.5831], [2.5377, -0.9100, 0.2628], [2.7830, 0.1097, -1.6109], [1.7266, 1.5782, -2.1211], [-1.7627, 0.3180, -0.0384], [-1.7635, 1.1165, 1.4503], [-0.3892, 1.0705, 0.4071], [-2.6175, 1.5667, -2.6421], [-3.0046, 0.1064, -2.5586], [-2.3820, 0.7457, -2.1901]],
  "forces_ev_per_angstrom": [[1.09, 0.98, -0.58], [-0.54, -0.30, -0.03], [0.66, -0.76, -0.15], [0.05, -0.26, -0.14], [-0.62, 0.31, 0.35], [0.64, -0.69, -0.26], [-0.39, -0.28, 0.28], [-0.23, -0.17, 0.31], [0.22, 0.10, 0.26], [-0.19, 0.30, -0.25], [-0.30, 0.27, 0.06], [-0.03, 0.07, -0.04], [0.09, 0.17, -0.09], [0.05, -0.02, 0.13], [-0.34, 0.21, -0.07], [-0.14, 0.19, -0.27], [-0.05, -0.02, 0.24], [0.14, -0.02, 0.13], [0.11, -0.04, 0.03], [-0.20, -0.03, 0.09]]
}



(4)
{
  "formula": "C4H13N2O",
  "method": "ωB97M-V with the def2-TZVPD basis set",
  "energy_ev": -9379.77184,
  "total_charge": 1,
  "e_lumo_ev": -3.12,
  "max_force_ev_per_a": 0.53,
  "multiplicity": 1,
  "orbital_gap_ev": 11.074,
  "e_above_lowest_kj_mol": 174.82,
  "symbols": ["O", "C", "C", "N", "H", "H", "H", "H", "H", "H", "C", "N", "C", "H", "H", "H", "H", "H", "H", "H"],
  "positions_angstrom": [[-1.6764, 2.6236, -1.4231], [-2.2685, 1.9018, -0.6768], [-1.8464, 0.4619, -0.5115], [-0.6216, 0.2537, -1.3345], [-3.0991, 2.2675, -0.0606], [-1.6260, 0.2434, 0.5317], [-2.6473, -0.1962, -0.8450], [-0.6922, -0.5541, -1.9459], [-0.4941, 1.1089, -1.9057], [0.2477, 0.1220, -0.6712], [1.1746, -0.1214, 1.8358], [1.4339, -0.2671, 0.3946], [1.6106, -1.6933, 0.0259], [0.2272, -0.6020, 2.0813], [1.9635, -0.5676, 2.4429], [1.0935, 0.9347, 2.0892], [2.3069, 0.2100, 0.1864], [2.3733, -2.1683, 0.6404], [1.8842, -1.7565, -1.0259], [0.6562, -2.2013, 0.1720]],
  "forces_ev_per_angstrom": [[0.24, 0.25, -0.40], [-0.11, 0.20, 0.42], [0.16, -0.25, -0.28], [-0.01, 0.11, 0.11], [-0.14, -0.12, 0.00], [-0.04, 0.00, 0.05], [-0.04, -0.03, 0.05], [-0.05, 0.01, -0.06], [-0.05, -0.14, 0.11], [0.13, 0.07, 0.14], [-0.16, 0.20, -0.07], [0.08, -0.33, -0.20], [-0.16, 0.50, 0.08], [0.05, -0.07, 0.04], [-0.01, -0.06, 0.01], [0.03, 0.00, 0.00], [-0.10, 0.07, -0.04], [0.02, -0.16, -0.04], [0.09, -0.10, 0.00], [0.07, -0.13, 0.05]]
}



(5)
{
  "formula": "C4H13N2O2",
  "method": "ωB97M-V with the def2-TZVPD basis set",
  "energy_ev": -11433.48004,
  "total_charge": -1,
  "e_lumo_ev": 3.85,
  "max_force_ev_per_a": 2.15,
  "multiplicity": 1,
  "orbital_gap_ev": 6.803,
  "e_above_lowest_kj_mol": 121.27,
  "symbols": ["C", "C", "C", "N", "N", "C", "O", "H", "H", "H", "H", "H", "H", "H", "H", "H", "H", "H", "H", "H", "O"],
  "positions_angstrom": [[-0.1196, -0.9173, 0.6034], [1.2204, -0.1290, 0.5864], [1.2764, 1.3598, 0.2238], [0.6132, 1.7238, -1.0390], [-0.3744, -1.8333, -0.4776], [-0.8548, -1.1015, -1.7174], [-1.6891, -0.0869, -1.6041], [-0.1173, -1.4455, 1.5945], [-0.9466, -0.1932, 0.6373], [1.7321, -0.6515, -0.2255], [1.7723, -0.2609, 1.5240], [0.6909, 1.9677, 0.9467], [2.3014, 1.6996, 0.1237], [1.0409, 1.2975, -1.8569], [-0.3533, 1.3737, -1.0517], [-0.9436, -2.6389, -0.2705], [0.0826, -0.8827, -2.2926], [-1.3237, -1.9330, -2.3448], [-1.4292, 0.1657, 2.5304], [-1.2501, 1.3677, 1.5943], [-1.3286, 1.1183, 2.5156]],
  "forces_ev_per_angstrom": [[-0.72, 0.38, 1.75], [0.43, -0.53, -0.96], [-2.02, 0.15, -0.72], [-0.06, 0.17, -0.17], [0.95, 0.44, -0.61], [-0.56, -1.15, -1.42], [0.11, 0.46, 0.83], [-0.22, 0.07, -0.81], [0.08, -0.20, -0.18], [0.65, -0.04, 0.14], [-0.03, -0.20, -0.07], [0.92, -0.28, 0.17], [0.27, 0.07, 0.54], [0.09, -0.14, 0.28], [0.05, -0.21, -0.19], [-0.26, 0.40, 0.40], [0.14, 0.26, 0.24], [0.40, 0.03, 0.41], [0.03, -0.07, -0.31], [-0.07, -0.17, -0.25], [-0.16, 0.57, 0.93]]
}



(6)
{
  "formula": "C4H13N2O2",
  "method": "ωB97M-V with the def2-TZVPD basis set",
  "energy_ev": -11432.82388,
  "total_charge": -1,
  "e_lumo_ev": 3.52,
  "max_force_ev_per_a": 2.83,
  "multiplicity": 1,
  "orbital_gap_ev": 5.959,
  "e_above_lowest_kj_mol": 184.58,
  "symbols": ["N", "C", "C", "N", "C", "C", "O", "H", "H", "H", "H", "H", "H", "H", "H", "H", "H", "H", "H", "H", "O"],
  "positions_angstrom": [[-1.9680, 1.7510, -0.3736], [-0.5871, 1.8091, -0.8934], [0.3307, 0.5255, -0.7255], [0.7190, 0.0585, 0.6107], [0.1406, -1.2003, 1.1698], [-1.2685, -1.7701, 0.8320], [-1.6340, -2.6585, 1.7906], [-1.9854, 1.8002, 0.6400], [-2.4033, 0.8685, -0.5544], [-0.8250, 1.8627, -1.9537], [-0.0865, 2.6101, -0.3593], [1.2530, 0.8420, -1.2343], [-0.0882, -0.3156, -1.2774], [0.6656, 0.8318, 1.2584], [0.2358, -1.1892, 2.2549], [0.8636, -2.0109, 0.9489], [-1.9693, -0.9245, 0.8093], [-1.3160, -2.1588, -0.2146], [2.8640, 0.0309, -0.2953], [3.3808, -0.6183, -1.6215], [3.6783, -0.1438, -0.8116]],
  "forces_ev_per_angstrom": [[0.25, 0.62, 0.97], [-1.07, -2.47, 0.88], [-0.08, 0.53, 0.07], [-0.39, 0.43, -0.27], [1.08, -0.88, -0.43], [-0.32, -0.05, 1.19], [0.30, -0.09, -0.55], [0.15, 0.03, 0.01], [-0.07, -0.66, -0.38], [1.16, 0.84, -0.33], [0.09, 0.58, -0.71], [-0.09, -0.12, -0.33], [-0.10, -0.01, -0.04], [-0.16, -0.10, 0.19], [-0.46, 0.51, 0.11], [-0.22, 0.16, -0.32], [-0.36, 0.87, -0.16], [0.40, -0.11, -0.14], [0.17, -0.36, -0.12], [0.18, 0.55, 1.06], [-0.46, -0.30, -0.72]]
}